(1)
Molecular formula: C8H9N
Method: DFT, ωB97M-V/def2-TZVPD

Results
SMILES: CCC1=C[C@]23C=C[C@]12N3
Maximum force (eV/A): 3.24
Energy relative to the best compared isomer or geometry (same formula, charge and spin) (kcal per mole): 149.1
Gap between HOMO and LUMO (eV): 9.01

```
18
Properties=species:S:1:pos:R:3:forces:R:3
C 0.078585 1.041381 -2.416682 0.039 1.608 -0.403
C -0.399739 -0.153919 -2.204353 0.907 -1.296 -0.663
C 0.237118 1.297358 0.277751 -2.337 1.188 -1.896
C -0.276088 0.105203 0.446922 0.883 -0.110 -2.385
C -0.548603 1.572920 -1.082254 0.762 -0.340 -0.089
C -1.063876 0.067227 -0.876482 0.699 -0.123 0.774
C 1.316101 -1.384535 1.771621 1.491 0.027 2.821
C -0.118433 -0.962891 1.380476 1.586 -0.141 1.513
N -1.969391 1.136166 -1.013812 0.264 1.821 -1.238
H 0.646991 1.465330 -3.318380 -0.946 -0.322 1.813
H -0.180777 -1.009122 -2.798289 -0.530 -1.007 -0.184
H 0.552642 2.099028 0.861317 1.297 0.803 1.059
H 2.055994 -1.670797 0.998530 -0.907 0.160 -0.019
H 1.264247 -2.260351 2.535793 -0.084 1.226 -1.477
H 1.873075 -0.597992 2.416146 -1.039 -0.860 -1.209
H -0.575468 -0.499675 2.255559 -0.430 -1.129 0.600
H -0.551176 -1.832524 0.968166 -1.236 -0.933 0.107
H -2.341201 1.587191 -0.202028 -0.420 -0.570 0.874
```
Positions in Å, forces in eV/Å.

Löwdin atomic charge list, values in e, 5 entries: number 1, C, carries 0.00; number 2, C, carries -0.06; number 3, C, carries 0.06; number 4, C, carries -0.22; number 5, C, carries -0.19

(2)
Molecular formula: C3H5BrN4O2
Method: DFT, ωB97M-V/def2-TZVPD

Results
Maximum force (eV/A): 6.70
Energy relative to the best compared isomer or geometry (same formula, charge and spin) (kcal per mole): 111.0
Gap between HOMO and LUMO (spin up / spin down) (eV): 8.02 / 7.07

```
15
Properties=species:S:1:pos:R:3:forces:R:3
C -2.423110 1.569289 0.990053 -6.140 -1.016 -1.687
C 0.096228 1.748867 0.985028 -1.307 -1.868 2.192
C 0.409430 -1.297841 -0.855375 1.208 0.588 -3.307
N -1.376500 1.813197 1.363988 6.274 1.579 1.753
N 0.794852 -0.223835 -0.051123 2.002 -3.126 2.670
N 0.465170 0.941048 -0.082106 -1.076 2.205 -1.874
N -3.155439 0.959324 -0.051251 0.105 -1.039 -1.000
O -2.865793 -0.242930 -0.171944 -0.420 0.546 0.045
O -4.034826 1.554792 -0.653159 0.564 -0.096 0.503
Br -0.246623 1.764925 -1.752750 -0.117 0.159 -0.415
H 0.405239 2.721703 0.862923 0.595 2.167 -0.355
H 0.488181 1.290555 1.891212 0.474 0.154 -0.127
H 1.056177 -2.186788 -0.886480 -0.206 0.304 1.361
H -0.633705 -1.515770 -0.728472 -0.642 -0.261 -0.236
H 0.700928 -0.940662 -1.900906 -1.311 -0.296 0.479
```
Positions in Å, forces in eV/Å.

Löwdin atomic charge list, values in e, 5 entries: number 1, C, carries -0.05; number 2, C, carries -0.23; number 3, C, carries -0.12; number 4, N, carries 0.16; number 5, N, carries -0.07

(3)
Molecular formula: C3H3NO
Method: DFT, ωB97M-V/def2-TZVPD

Results
Maximum force (eV/A): 4.60
Energy relative to the best compared isomer or geometry (same formula, charge and spin) (kcal per mole): 88.6
Gap between HOMO and LUMO (spin up / spin down) (eV): 7.54 / 7.34

```
8
Properties=species:S:1:pos:R:3:forces:R:3
C 0.046273 0.420126 -0.215016 -3.261 2.435 -0.859
C 1.419927 0.999879 -0.437215 -2.463 1.217 1.138
C -0.468884 -1.925496 -0.181742 -1.271 0.975 -0.024
N -0.574333 -0.734716 0.035438 3.952 -1.569 -1.751
O 1.426030 2.228081 -0.490542 0.762 -1.415 -0.396
H -0.766935 1.184745 -0.573331 1.835 -1.100 1.166
H 2.321818 0.414487 -0.513325 0.439 -0.578 -0.043
H -0.695965 -2.927766 0.117709 0.008 0.035 0.770
```
Positions in Å, forces in eV/Å.

Löwdin atomic charge list, values in e, 5 entries: number 1, C, carries -0.14; number 2, C, carries -0.25; number 3, C, carries 0.13; number 4, N, carries -0.02; number 5, O, carries -0.01

(4)
Molecular formula: C2H3ClF2O
Method: DFT, ωB97M-V/def2-TZVPD

Results
SMILES: FCO[C@H](F)Cl
Maximum force (eV/A): 3.35
Energy relative to the best compared isomer or geometry (same formula, charge and spin) (kcal per mole): 13.5
Gap between HOMO and LUMO (eV): 12.60

```
9
Properties=species:S:1:pos:R:3:forces:R:3
C -0.157499 -0.529752 -0.444478 0.006 1.271 2.557
C 1.202856 0.463645 1.215339 -2.995 -0.859 -1.222
O 1.033570 -0.583888 0.228326 1.621 0.719 1.427
F -1.166329 -0.359823 0.469956 -1.259 -0.501 0.875
F 1.279084 1.639062 0.539060 0.312 0.262 0.061
Cl 2.590828 0.196746 2.173448 0.523 -0.239 0.163
H -0.290774 -1.424158 -0.904677 -0.253 -2.616 -1.572
H -0.316614 0.302512 -1.027806 0.459 1.873 -1.945
H 0.237786 0.486589 1.813010 1.585 0.090 -0.344
```
Positions in Å, forces in eV/Å.

Löwdin atomic charge list, values in e, 5 entries: number 1, C, carries -0.23; number 2, C, carries -0.81; number 3, O, carries -0.07; number 4, F, carries -0.01; number 5, F, carries 0.00

(5)
Molecular formula: ClOV
Method: DFT, ωB97M-V/def2-TZVPD

Results
Spin multiplicity: 3
Maximum force (eV/A): 2.04
Gap between HOMO and LUMO (spin up / spin down) (eV): 8.50 / 8.73

```
3
Properties=species:S:1:pos:R:3:forces:R:3
O -0.098810 -21.488030 -17.805270 -0.044 -0.059 0.003
V 1.015990 -22.180910 -16.960250 1.827 0.073 0.898
Cl 3.298730 -22.216540 -15.785550 -1.783 -0.014 -0.900
```
Positions in Å, forces in eV/Å.

Charges in e, computed with Löwdin, in the same order as the atoms: number 1, O, carries -0.43; number 2, V, carries 0.77; number 3, Cl, carries -0.33

(6)
Molecular formula: C4H6Cl2N2O
Method: DFT, ωB97M-V/def2-TZVPD

Results
SMILES: O[C@H]1NNCC(Cl)=C1Cl
Maximum force (eV/A): 5.01
Energy relative to the best compared isomer or geometry (same formula, charge and spin) (kcal per mole): 12.2
Gap between HOMO and LUMO (eV): 9.91

```
15
Properties=species:S:1:pos:R:3:forces:R:3
C 1.294812 -0.797022 -0.032517 -0.633 -1.508 0.402
C 1.339413 0.491178 0.174030 -4.498 1.104 0.270
C -0.013434 -1.574644 -0.189499 -0.866 0.134 0.587
C -0.267058 1.253997 0.346014 4.842 1.168 0.500
N -1.088606 -0.929553 0.614344 0.545 1.032 -0.989
N -1.305766 0.384921 -0.019377 -1.408 -0.204 0.707
O -0.293157 2.337202 -0.505094 0.325 1.659 1.991
Cl 2.702464 -1.729003 -0.234013 0.792 -0.603 -0.280
Cl 2.688309 1.477195 0.127825 0.441 0.524 0.195
H -0.150905 -1.603643 -1.298761 -0.546 -0.033 0.670
H -0.147067 -2.597895 0.222985 1.448 0.362 -0.420
H -0.198456 1.805022 1.341215 -0.474 -1.440 -0.598
H -1.922790 -1.490447 0.500657 -0.228 0.255 -0.220
H -2.159361 0.906787 0.314833 0.758 -1.440 -0.247
H -0.478402 2.065906 -1.362642 -0.496 -1.009 -2.568
```
Positions in Å, forces in eV/Å.

Löwdin atomic charge list, values in e, 5 entries: number 1, C, carries -0.77; number 2, C, carries -0.67; number 3, C, carries -0.22; number 4, C, carries -0.39; number 5, N, carries -0.05